*w*
ORCA calculation (ωB97M-V/def2-TZVPD) on a cluster of 3 separate species, C5H13NO2 in total.

The structure (SMILES) is [H]/N=C(C)\C=C\C.O.O. The calculation puts the lowest unoccupied orbital energy at 0.0254 Eh. For the HOMO energy, the calculation gives -8.388 eV. The frontier orbital gap comes out at 9.08 eV.

Geometry as XYZ:
```
21
C5H13NO2 | the Open Molecules 2025 dataset | ωB97M-V/def2-TZVPD
N 0.52779 -0.16702 -1.87364
C 0.77233 0.20208 -0.70305
C -0.15248 -0.54298 0.27704
C 1.46779 3.29708 1.45289
C 1.02836 2.21897 0.55877
C 1.73103 1.25277 -0.26186
H 1.06345 -0.30656 -2.80418
H -2.73095 -1.58651 -1.74762
H -0.76052 0.13975 0.78471
H -0.60382 -1.34976 -0.34691
H 2.62819 3.39857 1.26424
H 1.48042 2.87037 2.46074
H 0.78438 4.25797 1.38022
H -0.07974 2.06851 0.69060
H 2.70245 1.46292 -0.71757
H -1.04410 -4.45452 1.06682
H -2.36221 -1.88317 -3.20059
O -3.22146 -2.04632 -2.45116
H -1.94448 -3.67876 2.08372
H 0.38711 -1.35670 0.88126
O -1.67356 -3.79671 1.20557
```

---

*x*
ORCA calculation (ωB97M-V/def2-TZVPD) on a cluster of 2 separate species, C5H13NO2 in total.

The structure (SMILES) is NC(=O)CO.CCC. The calculation puts the lowest unoccupied orbital energy at 0.0268 Eh. For the HOMO energy, the calculation gives -9.695 eV. The frontier orbital gap comes out at 10.43 eV.

Geometry as XYZ:
```
21
C5H13NO2 | the Open Molecules 2025 dataset | ωB97M-V/def2-TZVPD
C -1.07819 0.92939 1.54375
C -1.78214 0.25429 0.30169
N -1.92888 1.11299 -0.74219
O -0.48009 2.17046 1.25630
O -2.24891 -0.86057 0.35537
H 0.32644 2.01427 0.75099
H -1.69878 2.08227 -0.59754
H -2.58217 0.86820 -1.46611
H -1.86913 1.12051 2.27358
H -0.37859 0.21466 1.99135
C 0.75330 -0.82058 -0.84660
C 0.95180 -2.03060 0.05511
C 1.92576 0.15186 -0.85249
H 0.54285 -1.15123 -1.86652
H -0.11481 -0.24568 -0.44403
H 0.00696 -2.55347 0.18159
H 1.67574 1.04500 -1.42414
H 1.31222 -1.72483 1.03551
H 1.67535 -2.72266 -0.36998
H 2.18339 0.44965 0.16450
H 2.80789 -0.30392 -1.30013
```

---

*x* wins, 0.1600 hartree ahead of the next structure.

---

*w*
ORCA calculation (ωB97M-V/def2-TZVPD) on a cluster of 2 separate species, C5H13NO2 in total.

The structure (SMILES) is CCN[C@H](C)C=O.O. The calculation puts the lowest unoccupied orbital energy at 0.0255 Eh. For the HOMO energy, the calculation gives -8.873 eV. The frontier orbital gap comes out at 9.57 eV.

Geometry as XYZ:
```
21
C5H13NO2 | the Open Molecules 2025 dataset | ωB97M-V/def2-TZVPD
C -2.46829 -0.33757 -1.43180
C -1.40066 0.12386 -0.46831
N -0.27309 -0.80564 -0.28436
C 1.38812 0.95133 0.42979
C 0.64860 -0.34043 0.76907
C 1.58646 -1.56451 0.88543
O 1.12791 -2.65759 1.06446
H -3.09247 -1.09555 -0.95088
H -3.16648 0.39510 -1.83008
H -2.00642 -0.93761 -2.22430
H -0.86268 0.99214 -0.87763
H -1.78100 0.48276 0.49256
H -0.55731 -1.76784 -0.18036
H 1.12456 1.73033 1.14675
H 1.22209 1.40887 -0.53451
H 2.44652 0.77018 0.62281
H 0.17883 -0.26466 1.76012
H 2.68842 -1.39528 0.94261
H 0.34268 3.14680 -1.32410
H -1.06658 3.31727 -0.68362
O -0.14282 3.44897 -0.54041
```

---

*x*
ORCA calculation (ωB97M-V/def2-TZVPD) on a cluster of 3 separate species, C5H13NO2 in total.

The structure (SMILES) is C=C/C(N)=C/C.O.O. The calculation puts the lowest unoccupied orbital energy at 0.0238 Eh. For the HOMO energy, the calculation gives -8.349 eV. The frontier orbital gap comes out at 9.00 eV.

Geometry as XYZ:
```
21
C5H13NO2 | the Open Molecules 2025 dataset | ωB97M-V/def2-TZVPD
C -1.23149 1.57446 1.20632
N 0.61726 -0.78214 0.81689
C 0.82000 0.47735 0.22057
C -0.06510 1.48801 0.26257
C 2.69242 -0.37611 -1.12499
C 2.11681 0.61868 -0.47867
H -0.87374 2.00927 2.14041
H -1.61898 0.60680 1.49645
H -2.03789 2.20361 0.83933
H -0.34059 -0.84117 1.13659
H 1.24138 -1.05957 1.56025
H 0.30576 2.37786 -0.22504
H 2.29845 -1.38041 -1.14867
H 3.57525 -0.24624 -1.73040
H 2.49017 1.63431 -0.56434
H -1.12066 -0.08856 -1.27188
H -2.01397 -0.44338 -2.42281
O -1.46161 -0.86089 -1.75408
H -1.26256 -2.85639 0.24184
H -2.11478 -1.62512 0.13231
O -2.01613 -2.43036 0.66736
```

---

*x* wins, 0.0072 hartree ahead of the next structure.

---

*w*
ORCA calculation (ωB97M-V/def2-TZVPD) on an isolated molecule of C5H13NO2.

The structure (SMILES) is CN[C@H](CO)[C@@H](C)O. The calculation puts the lowest unoccupied orbital energy at 0.0328 Eh. For the HOMO energy, the calculation gives -8.923 eV. The frontier orbital gap comes out at 9.82 eV.

Geometry as XYZ:
```
21
C5H13NO2 | the Open Molecules 2025 dataset | ωB97M-V/def2-TZVPD
C 0.87399 0.65663 2.50001
N 1.13461 0.56205 1.05792
C -0.03658 0.43541 0.20177
C 0.41654 0.34891 -1.28177
C 0.32596 -1.02109 -1.97201
O -0.33219 1.31893 -2.02000
C -1.00235 -0.67576 0.60801
O -2.33034 -0.43047 0.08743
H -0.04773 1.17402 2.69606
H 1.66811 1.28193 2.90794
H 0.94480 -0.29243 3.03769
H 1.78408 -0.19348 0.86660
H -0.59201 1.33679 0.23128
H 1.44887 0.66580 -1.35740
H -0.10128 -1.79483 -1.34332
H 1.28609 -1.36448 -2.35912
H -0.30599 -0.97670 -2.86400
H -0.96957 0.91157 -2.60928
H -0.81047 -1.69009 0.27869
H -1.05137 -0.67005 1.69840
H -2.30320 0.41736 -0.36490
```

---

*x*
ORCA calculation (ωB97M-V/def2-TZVPD) on a cluster of 2 separate species, C5H13NO2 in total.

The structure (SMILES) is CC(C)[C@@H](N)C=O.O. The calculation puts the lowest unoccupied orbital energy at 0.0278 Eh. For the HOMO energy, the calculation gives -8.960 eV. The frontier orbital gap comes out at 9.72 eV.

Geometry as XYZ:
```
21
C5H13NO2 | the Open Molecules 2025 dataset | ωB97M-V/def2-TZVPD
O 0.51842 1.36819 -2.30831
C 0.28352 1.43910 -1.13381
C -0.64329 0.56947 -0.29670
C 0.29092 -0.42158 0.45768
C -0.50325 -1.18802 1.53720
C 1.55458 0.15327 1.10166
N -1.38075 1.39141 0.65819
H 0.75887 2.21157 -0.52536
H -1.36681 0.03440 -0.89869
H 0.56141 -1.15169 -0.30631
H -1.46584 -1.49427 1.13588
H -0.67400 -0.54826 2.40029
H 0.04911 -2.08229 1.82654
H 1.30539 0.99005 1.74865
H 2.00680 -0.63902 1.67838
H 2.28823 0.48037 0.36489
H -0.78287 1.87512 1.31051
H -1.98241 2.06869 0.22458
H -0.43998 -2.44957 -2.79756
H -0.08915 -1.10041 -3.51666
O -0.28890 -1.50653 -2.66105
```

---

*x* wins, 0.0326 hartree ahead of the next structure.

---

*w*
ORCA calculation (ωB97M-V/def2-TZVPD) on a cluster of 3 separate species, C5H13NO2 in total.

The calculation puts the lowest unoccupied orbital energy at -0.1590 Eh. For the HOMO energy, the calculation gives -8.325 eV. The frontier orbital gap comes out at 4.00 eV.

Geometry as XYZ:
```
21
C5H13NO2 | the Open Molecules 2025 dataset | ωB97M-V/def2-TZVPD
C -1.10213 0.67969 1.71504
C -0.11759 1.20274 0.67536
C -0.31619 0.66324 -0.74228
C -0.56962 -0.87163 -0.72899
N -1.85853 -1.20104 -0.45330
C -1.48227 -1.31745 -1.81940
H -2.14108 0.77742 1.37038
H -0.98680 1.20160 2.66919
H -0.94429 -0.39913 1.86924
H 0.86788 0.88183 0.97800
H -0.17034 2.29082 0.63761
H -1.19519 1.17762 -1.13909
H 0.21965 -1.55895 -0.40846
H -1.91938 -0.59599 -2.49204
H -1.53402 -2.36027 -2.16912
H 3.32855 0.93464 -0.79093
H 0.59608 0.81261 -1.35826
O 2.43240 0.79813 -0.45925
H 2.23767 -0.35122 0.36946
H 2.71560 -1.64941 1.23360
O 1.93960 -1.11524 1.04324
```

---

*x*
ORCA calculation (ωB97M-V/def2-TZVPD) on a cluster of 2 separate species, C5H13NO2 in total.

The structure (SMILES) is C=C(N)CCCO.O. The calculation puts the lowest unoccupied orbital energy at 0.0253 Eh. For the HOMO energy, the calculation gives -8.366 eV. The frontier orbital gap comes out at 9.05 eV.

Geometry as XYZ:
```
21
C5H13NO2 | the Open Molecules 2025 dataset | ωB97M-V/def2-TZVPD
C -1.52359 -0.41168 -0.53408
O -2.31888 0.77086 -0.50578
C -0.46454 -0.06843 -1.63549
C 0.69441 0.51711 -0.85417
C 1.43746 -0.29716 0.05338
C 1.47876 -0.30311 1.41489
N 2.18289 -1.21548 -0.76810
H -1.10568 -0.71846 0.52465
H -2.13448 -1.20678 -0.96183
H -2.60597 0.93622 0.41167
H -0.82254 0.76277 -2.26754
H -0.16093 -0.88820 -2.30359
H 0.40005 1.50751 -0.56449
H 1.42761 0.78911 -1.60629
H 0.66630 0.28258 1.80341
H 2.26838 -0.84830 1.84575
H 1.63093 -1.60466 -1.55843
H 2.74410 -1.87579 -0.32612
H -1.58328 0.49821 2.54247
H -0.68635 1.85354 2.69032
O -1.52463 1.52015 2.59936
```

---

*x* wins, 0.1914 hartree ahead of the next structure.

---

*w*
ORCA calculation (ωB97M-V/def2-TZVPD) on a cluster of 2 separate species, C5H13NO2 in total.

The structure (SMILES) is CCC(=O)N(C)C.O. The calculation puts the lowest unoccupied orbital energy at 0.0240 Eh. For the HOMO energy, the calculation gives -9.315 eV. The frontier orbital gap comes out at 9.97 eV.

Geometry as XYZ:
```
21
C5H13NO2 | the Open Molecules 2025 dataset | ωB97M-V/def2-TZVPD
O -0.09403 -1.74114 -1.79154
C -0.35606 -0.71833 -1.14812
N -1.00199 -0.80996 0.03990
C -1.02614 0.22154 1.06251
C -1.49595 -2.08229 0.49628
C 1.54700 0.95106 -1.19295
C 0.15367 0.60543 -1.65700
H -1.99777 0.60568 1.41603
H -0.38430 1.07856 0.79765
H -0.54749 -0.33537 1.88553
H -0.69398 -2.83701 0.43423
H -2.27065 -2.33008 -0.24874
H -1.94681 -2.12989 1.50180
H 1.93282 1.77026 -1.82277
H 2.16632 0.05445 -1.36366
H 1.64064 1.24701 -0.13453
H -0.48435 1.47624 -1.41192
H 0.15514 0.48846 -2.75781
O 1.45594 1.87258 2.04189
H 2.36162 1.49136 2.09364
H 0.88642 1.12144 1.75959
```

---

*x*
ORCA calculation (ωB97M-V/def2-TZVPD) on a cluster of 2 separate species, C5H13NO2 in total.

The structure (SMILES) is CCC[C@H](N)C=O.O. The calculation puts the lowest unoccupied orbital energy at 0.0311 Eh. For the HOMO energy, the calculation gives -9.195 eV. The frontier orbital gap comes out at 10.04 eV.

Geometry as XYZ:
```
21
C5H13NO2 | the Open Molecules 2025 dataset | ωB97M-V/def2-TZVPD
O -0.82909 2.50828 -0.46971
C 0.03309 1.84043 0.04896
C 0.26720 0.39134 -0.36111
C 0.99407 -0.42059 0.71680
C 0.25654 -1.69930 1.17825
C 0.16307 -1.85383 2.70436
N 0.94220 0.29728 -1.65017
H 0.68701 2.31209 0.81566
H -0.74678 0.00632 -0.50958
H 1.21090 0.19297 1.59639
H 1.95526 -0.71509 0.30780
H -0.75312 -1.71223 0.75599
H 0.79603 -2.57327 0.80969
H -0.71541 -2.45068 2.96035
H 1.02982 -2.36000 3.14312
H 0.07868 -0.87820 3.19568
H 0.34160 0.66017 -2.39417
H 1.78349 0.86404 -1.66418
H -2.77168 1.13804 -3.80476
H -2.56673 2.58588 -3.44016
O -2.15615 1.86636 -3.93920
```

---

*w* wins, 0.0101 hartree ahead of the next structure.